61
Properties=species:S:1:pos:R:3 method="wB97M-V/def2-TZVPD" s_squared=2.02 spin_multiplicity=3 homo_lumo_gap_ev="7.66 / 7.59" charge=0 lumo_energy_ev="0.25 / 0.14" total_energy_ha=-4649.92680
V 0.47 -0.14 -0.47
N -0.29 0.57 -4.85
C 0.02 0.59 -3.51
S 0.25 -0.96 -2.75
N 0.08 1.75 -2.94
N 0.33 1.70 -1.57
C 0.59 2.87 -1.08
C 0.90 3.19 0.28
C 1.34 4.50 0.57
C 1.66 4.88 1.85
C 1.54 3.94 2.88
C 1.10 2.66 2.63
C 0.78 2.25 1.33
O 0.33 1.04 1.11
H -0.03 -0.25 -5.35
H -0.17 1.45 -5.33
H 0.59 3.69 -1.80
H 1.42 5.21 -0.25
H 2.01 5.88 2.06
H 1.80 4.23 3.89
H 1.01 1.93 3.43
C -0.64 -2.95 1.58
P -0.48 -2.43 -0.16
C 0.46 -3.79 -0.89
C -2.18 -2.57 -0.78
C -2.78 -3.78 -1.12
C -4.10 -3.81 -1.55
C -4.83 -2.64 -1.62
C -4.24 -1.43 -1.27
C -2.92 -1.39 -0.85
P -2.03 0.14 -0.40
C -2.67 0.56 1.26
C -2.80 1.42 -1.44
H -1.08 -3.95 1.64
H -1.27 -2.25 2.12
H 0.35 -2.94 2.02
H 0.06 -4.76 -0.61
H 1.48 -3.70 -0.52
H 0.48 -3.70 -1.98
H -2.21 -4.70 -1.07
H -4.55 -4.75 -1.82
H -5.86 -2.66 -1.95
H -4.82 -0.52 -1.34
H -3.76 0.61 1.25
H -2.25 1.52 1.55
H -2.34 -0.19 1.98
H -3.87 1.50 -1.24
H -2.63 1.19 -2.49
H -2.33 2.38 -1.22
Cl 6.64 1.15 2.90
C 5.19 0.45 2.25
C 4.79 0.78 0.97
C 3.63 0.21 0.49
Cl 3.06 0.57 -1.12
C 2.82 -0.68 1.21
O 1.74 -1.20 0.69
C 3.29 -0.98 2.50
Cl 2.37 -2.06 3.49
C 4.45 -0.43 3.02
H 5.37 1.47 0.36
H 4.76 -0.68 4.02

***

11
Properties=species:S:1:pos:R:3 method="wB97M-V/def2-TZVPD" homo_lumo_gap_ev=7.38 charge=0 lumo_energy_ev=-1.04 total_energy_ha=-1127.51411
H 0.22 -1.44 -0.61
N -0.14 -0.66 -0.07
C -0.10 0.45 -0.64
C 0.45 0.79 -1.98
H -0.47 1.30 -0.07
H -0.24 1.43 -2.54
H 1.37 1.36 -1.84
H 0.67 -0.11 -2.56
I -2.02 -2.21 4.10
S -1.00 -0.19 3.37
I 1.26 -0.71 2.84

***

46
Properties=species:S:1:pos:R:3 method="wB97M-V/def2-TZVPD" homo_lumo_gap_ev=9.19 charge=0 lumo_energy_ev=-0.45 total_energy_ha=-1149.52131
He 0.06 -0.24 -0.51
O -2.84 -1.53 1.76
H -2.07 -1.82 2.26
H -3.55 -2.09 2.07
O 3.37 -2.42 2.33
H 2.79 -3.12 2.64
H 2.92 -2.05 1.58
O 0.41 -2.94 -1.38
H 1.08 -2.30 -1.63
H -0.34 -2.40 -1.12
O 2.39 2.33 0.03
H 2.80 1.47 0.06
H 2.44 2.65 0.93
O -1.76 3.17 0.13
H -1.07 2.88 -0.48
H -1.77 2.51 0.82
O -0.49 -1.75 3.21
H 0.03 -1.04 2.85
H -1.07 -1.32 3.85
O -2.07 -1.83 -0.91
H -2.38 -2.74 -0.97
H -2.27 -1.56 -0.02
O 3.88 -0.10 0.38
H 4.79 -0.09 0.09
H 3.91 0.19 1.29
O -2.28 -0.09 -2.90
H -2.13 -0.84 -2.33
H -2.99 -0.38 -3.48
O 0.22 2.36 -1.62
H 0.87 2.30 -0.92
H 0.31 3.25 -1.96
O 1.28 0.50 -3.66
H 0.95 1.21 -3.11
H 0.53 -0.08 -3.79
O -1.80 1.27 2.34
H -2.19 1.67 3.11
H -2.22 0.41 2.29
O 0.80 0.46 1.99
H -0.02 0.90 2.21
H 1.48 1.03 2.34
O 2.64 -1.30 -1.93
H 2.83 -0.70 -1.21
H 2.13 -0.77 -2.55
O -3.56 1.63 -1.21
H -3.10 1.06 -1.83
H -2.93 2.32 -1.00